# 1
8
Properties=species:S:1:pos:R:3:forces:R:3 method="wB97M-V/def2-TZVPD" e_tot_ha=-332.3396 spin_multiplicity=1 gap_ev="9.856 / 8.480" e_above_lowest_kcal_mol=74.2
C 0.3878 0.2534 0.4387 -1.26 0.77 -0.73
C -0.9321 0.3920 -0.4750 2.49 -0.44 3.26
N 0.7144 -1.0451 0.3126 1.37 -3.37 -3.20
F 1.2531 1.2273 0.0326 0.92 0.49 -0.35
F -2.0355 0.2650 0.2169 -0.62 -0.12 -0.34
H 0.2201 0.3517 1.5107 -0.70 0.83 -0.02
H -0.9261 0.0464 -1.4716 -0.24 -0.47 -1.13
H 1.3183 -1.4907 -0.5650 -1.96 2.33 2.51

# 2
61
Properties=species:S:1:pos:R:3:forces:R:3 method="wB97M-V/def2-TZVPD" e_tot_ha=-8285.8554 spin_multiplicity=1 gap_ev=1.263
O -3.2279 -3.1345 1.8041 1.15 0.13 -0.96
P -1.5659 -2.9374 1.4566 1.23 0.59 2.29
O -1.0519 -4.3953 0.6935 -1.68 1.02 0.02
C -1.3561 -1.4998 0.2930 -0.34 0.79 -1.88
C -2.5140 -1.2432 -0.6385 3.12 3.48 -1.17
C -2.3662 -0.0811 -1.5536 1.02 -1.17 1.63
C -1.1144 0.8400 -1.6108 -2.43 -2.24 0.05
N -1.1112 1.8895 -2.5898 2.48 0.19 1.72
C 0.1241 2.6313 -2.4431 0.28 -0.51 0.98
C 1.1755 2.3973 -1.5058 -2.56 0.48 -0.96
N 1.1399 1.3203 -0.5943 -0.61 0.04 -2.09
C -0.0390 0.5296 -0.6565 -0.20 -0.32 0.31
C -0.1206 -0.6643 0.3172 -3.33 0.12 -1.17
P 1.2963 -0.9776 1.4831 2.85 -0.31 -0.57
O 1.2934 0.3531 2.6168 -1.96 -4.08 -0.28
O 1.1683 -2.3595 2.3987 -0.96 2.03 -0.12
S 3.0280 -1.0474 0.6426 -1.30 -0.19 0.71
H -3.2570 -3.0137 2.7751 -0.05 -0.17 -0.67
H -1.8896 -4.9003 0.5859 2.16 2.66 0.34
H -3.4282 -1.8894 -0.6366 1.06 0.77 -0.07
H -3.2149 0.1165 -2.2608 1.08 -0.14 0.64
H 0.2758 3.5025 -3.1612 -0.10 -0.79 0.71
H 2.0683 3.0700 -1.5204 -0.97 -0.94 0.23
H 0.5731 0.1196 3.2534 0.39 0.91 -0.03
H 0.5927 -2.2427 3.1853 0.13 -0.40 -0.57
Ca -2.0151 3.3220 -4.4164 0.90 -1.81 1.70
C 5.8879 0.7125 1.2886 -0.81 -0.19 -0.06
C 6.7602 1.8562 1.7098 0.24 -0.26 0.75
O 8.0356 1.4788 1.2266 -1.02 0.92 -1.23
C 7.7986 0.7034 0.1225 0.50 -0.58 -0.73
O 8.6178 0.4309 -0.6910 -0.23 0.16 0.24
O 6.5024 0.2918 0.0736 0.45 0.35 0.23
F 6.8185 1.9558 3.0587 -0.07 0.32 0.00
H 5.9000 -0.1112 2.0062 0.17 0.18 0.12
H 4.8554 1.0166 1.1206 0.10 -0.06 -0.20
H 6.4761 2.8225 1.2819 0.05 0.05 0.13
Cl 2.6481 0.3759 -1.9791 -0.13 -0.09 -0.23
C -3.9315 0.9805 1.8519 0.65 -1.01 0.56
C -4.0475 1.9324 3.0249 -0.29 0.19 0.09
C -3.9110 3.2689 2.3118 0.21 0.17 -0.08
O -4.4394 3.0793 0.9883 0.11 0.34 0.13
C -4.6357 1.6891 0.7529 -0.67 0.40 -0.52
H -4.3651 0.0004 2.0576 0.10 -0.04 -0.05
H -2.8780 0.8470 1.5841 -0.02 -0.08 0.02
H -5.0354 1.8382 3.4852 0.05 0.07 -0.01
H -3.2987 1.7842 3.8035 0.01 0.01 -0.09
H -2.8581 3.5535 2.2127 0.00 0.02 0.10
H -4.4436 4.0791 2.8129 -0.05 -0.01 -0.15
H -5.7151 1.4994 0.7630 0.01 -0.15 -0.03
H -4.2407 1.4182 -0.2281 -0.05 0.10 -0.02
Cl 9.2926 0.0660 2.6903 0.54 -0.79 0.78
Ca -2.9511 -6.2829 0.2779 -1.88 -2.70 -0.76
C -0.4531 -2.8408 -4.2218 0.92 0.03 0.36
F 0.6995 -2.8097 -4.9171 -0.56 0.01 -0.05
F -0.3355 -3.8627 -3.3458 -0.37 0.15 -0.25
F -0.4702 -1.7070 -3.4732 -0.33 -0.17 -0.28
S -1.9445 -3.0073 -5.3177 -1.59 -0.31 -1.31
O -1.7604 -4.2541 -6.0286 0.60 0.21 0.54
O -1.9201 -1.8364 -6.1872 0.56 0.17 0.70
O -3.0846 -3.0228 -4.4110 0.65 0.26 0.55
Br 1.9629 2.3487 2.3775 0.77 2.18 -0.03